[1]
Entry from OMol25: C10H20GaN4O3S as an isolated structure in a non-equilibrium geometry (ωB97M-V with the def2-TZVPD basis set).

Last column: Mulliken charge in e.
Positions of all 39 atoms, in Å:
Ga (-0.148, -0.540, -0.673)  1.062
C (-0.257, 1.791, 1.481)  -1.093
C (0.119, 0.600, 2.377)  -0.551
N (0.096, -0.723, 1.608)  -0.230
C (1.221, -1.632, 1.887)  -0.914
C (2.508, -1.347, 1.109)  -0.571
S (2.230, -0.844, -0.615)  -0.143
C (2.631, 0.916, -0.605)  -0.658
C (1.847, 1.927, 0.160)  -0.653
N (0.352, 1.603, 0.122)  -0.332
H (0.088, 2.719, 1.898)  0.476
H (-1.303, 1.871, 1.335)  0.498
H (-0.499, 0.559, 3.294)  0.392
H (1.174, 0.744, 2.644)  0.343
H (-0.758, -1.179, 1.925)  0.349
H (0.814, -2.656, 1.677)  0.432
H (1.501, -1.476, 2.982)  0.427
H (3.204, -2.181, 1.120)  0.547
H (3.130, -0.575, 1.592)  0.374
H (2.577, 1.140, -1.680)  0.372
H (3.762, 0.910, -0.383)  0.507
H (1.963, 2.913, -0.267)  0.434
H (2.217, 2.011, 1.212)  0.289
H (-0.075, 2.274, -0.473)  0.374
N (-0.302, 0.456, -2.622)  -0.466
C (-1.677, 0.920, -2.783)  -0.650
C (-2.662, 0.166, -1.859)  0.472
O (-3.871, 0.213, -2.124)  -0.695
N (-2.139, -0.409, -0.794)  0.050
C (-2.850, -1.598, -0.353)  -0.626
C (-1.841, -2.774, -0.200)  0.471
O (-2.143, -3.908, 0.078)  -0.611
O (-0.541, -2.425, -0.456)  -0.617
H (-0.009, -0.220, -3.312)  0.370
H (0.401, 1.195, -2.656)  0.257
H (-1.751, 1.936, -2.450)  0.219
H (-2.044, 0.928, -3.811)  0.453
H (-3.274, -1.482, 0.664)  0.234
H (-3.689, -1.824, -1.047)  0.409

As for the HOMO-LUMO gap: 0.308 Eh. For the HOMO energy, the calculation gives -0.428 Eh. The net charge is +1.

---

[2]
Entry from OMol25: C5H3FOS as an isolated structure in a non-equilibrium geometry (ωB97M-V with the def2-TZVPD basis set).

Last column: Mulliken charge in e.
Positions of all 11 atoms, in Å:
C (0.657, 0.196, -0.355)  0.499
C (-0.345, -0.733, -0.391)  -0.401
C (-2.357, 0.317, 0.088)  0.013
C (2.018, -0.081, 0.059)  -0.558
C (3.158, -0.029, 0.237)  0.260
H (-0.181, -1.754, -0.024)  0.338
H (-1.691, 1.519, 0.469)  0.201
H (4.001, -0.556, 0.764)  0.280
O (-1.779, -0.633, -0.501)  -0.187
F (0.548, 1.506, -0.418)  -0.177
S (-4.028, 0.248, 0.072)  -0.266

As for the HOMO-LUMO gap: 0.316 Eh. For the HOMO energy, the calculation gives -0.323 Eh. The net charge is 0.

---

[3]
Entry from OMol25: a 8-piece molecular cluster, C32H40F24O16 overall in a non-equilibrium geometry (ωB97M-V with the def2-TZVPD basis set).

Last column: Mulliken charge in e.
Positions of all 112 atoms, in Å:
C (5.182, 2.077, -3.508)  -1.145
C (4.530, 3.389, -3.036)  -0.359
O (3.174, 3.307, -2.740)  -0.247
C (2.744, 3.662, -1.497)  0.114
O (3.413, 4.331, -0.697)  -0.563
C (1.244, 3.532, -1.247)  1.143
F (0.775, 3.152, -2.383)  -0.202
F (0.990, 2.670, -0.197)  -0.183
F (0.669, 4.695, -0.964)  -0.282
H (5.317, 1.349, -2.709)  0.310
H (6.074, 2.404, -4.042)  0.384
H (4.576, 1.626, -4.293)  0.302
H (4.605, 4.163, -3.799)  0.332
H (5.086, 3.833, -2.211)  0.396
C (-6.240, 3.439, -3.486)  -1.203
C (-6.049, 3.698, -2.035)  -0.186
O (-4.902, 3.117, -1.534)  -0.132
C (-4.630, 3.057, -0.259)  0.107
O (-5.418, 3.302, 0.680)  -0.585
C (-3.185, 2.819, 0.020)  1.247
F (-2.563, 3.976, 0.312)  -0.255
F (-3.234, 2.051, 1.135)  -0.293
F (-2.558, 2.122, -0.923)  -0.308
H (-5.450, 3.450, -4.236)  0.262
H (-7.146, 4.019, -3.662)  0.390
H (-6.529, 2.407, -3.685)  0.329
H (-6.888, 3.279, -1.480)  0.329
H (-6.060, 4.779, -1.895)  0.290
C (5.098, 1.673, 6.646)  -1.299
C (4.757, 0.691, 5.512)  -0.157
O (3.416, 1.001, 4.997)  -0.068
C (3.093, 2.179, 4.526)  0.178
O (3.867, 3.062, 4.178)  -0.581
C (1.595, 2.426, 4.424)  0.951
F (0.879, 1.552, 5.075)  -0.198
F (1.440, 3.612, 5.084)  -0.305
F (1.257, 2.518, 3.163)  -0.217
H (5.103, 2.725, 6.362)  0.360
H (6.099, 1.454, 7.020)  0.429
H (4.560, 1.500, 7.577)  0.304
H (4.799, -0.322, 5.912)  0.294
H (5.539, 0.855, 4.771)  0.293
C (0.460, -0.878, 2.468)  -0.994
C (0.060, -2.081, 1.542)  -0.286
O (-0.123, -1.516, 0.255)  -0.244
C (0.946, -1.339, -0.671)  0.214
O (2.067, -1.808, -0.503)  -0.540
C (0.571, -0.408, -1.813)  0.811
F (1.528, 0.493, -1.985)  -0.242
F (0.384, -0.996, -2.981)  -0.264
F (-0.551, 0.295, -1.521)  -0.138
H (-0.141, 0.017, 2.309)  0.446
H (1.499, -0.617, 2.270)  0.367
H (0.309, -1.175, 3.506)  0.230
H (-0.966, -2.337, 1.805)  0.292
H (0.725, -2.935, 1.669)  0.210
C (-3.995, 3.425, -7.995)  -1.199
C (-2.654, 3.284, -7.354)  -0.150
O (-2.785, 2.666, -6.075)  -0.179
C (-2.840, 1.335, -5.864)  0.172
O (-3.047, 0.483, -6.791)  -0.585
C (-2.632, 0.863, -4.408)  0.900
F (-1.913, -0.300, -4.370)  -0.162
F (-2.021, 1.777, -3.613)  -0.204
F (-3.881, 0.687, -3.988)  -0.231
H (-4.405, 2.436, -8.202)  0.333
H (-3.892, 3.819, -9.006)  0.378
H (-4.855, 3.784, -7.431)  0.315
H (-2.304, 4.313, -7.269)  0.291
H (-1.949, 2.751, -7.991)  0.324
C (-0.594, -3.000, -5.470)  -0.785
C (-0.585, -4.559, -5.490)  -0.367
O (-1.195, -4.984, -4.271)  -0.299
C (-2.472, -4.870, -3.983)  0.485
O (-3.312, -4.289, -4.663)  -0.565
C (-2.809, -5.327, -2.547)  0.855
F (-3.452, -6.473, -2.570)  -0.262
F (-1.751, -5.532, -1.833)  -0.242
F (-3.537, -4.343, -1.975)  -0.240
H (-0.062, -2.626, -4.595)  0.108
H (-1.584, -2.565, -5.606)  0.311
H (0.079, -2.794, -6.302)  0.420
H (0.364, -5.097, -5.499)  0.354
H (-1.034, -4.883, -6.429)  0.292
C (-2.210, 0.024, 4.832)  -0.846
C (-2.134, 0.194, 6.389)  -0.531
O (-0.878, 0.024, 6.961)  -0.232
C (-0.471, -1.194, 7.245)  0.578
O (-0.889, -2.236, 6.673)  -0.585
C (0.441, -1.320, 8.440)  0.683
F (1.727, -1.186, 8.073)  -0.191
F (0.187, -0.376, 9.354)  -0.267
F (0.233, -2.469, 9.042)  -0.244
H (-2.077, -0.988, 4.450)  0.270
H (-1.700, 0.776, 4.230)  0.152
H (-3.288, 0.111, 4.697)  0.441
H (-2.921, -0.323, 6.937)  0.440
H (-2.380, 1.228, 6.633)  0.374
C (3.695, -5.839, 0.346)  -1.442
C (3.642, -4.492, 0.975)  0.472
O (3.407, -4.543, 2.403)  -0.281
C (3.304, -3.378, 3.123)  0.375
O (3.622, -2.228, 2.733)  -0.551
C (2.519, -3.566, 4.479)  0.941
F (1.233, -3.709, 4.112)  -0.221
F (2.949, -4.688, 5.056)  -0.287
F (2.713, -2.665, 5.395)  -0.185
H (4.458, -6.457, 0.818)  0.349
H (3.952, -5.777, -0.712)  0.398
H (2.760, -6.400, 0.342)  0.335
H (2.850, -3.905, 0.510)  -0.094
H (4.573, -3.944, 0.827)  0.247

As for the HOMO-LUMO gap: 0.411 Eh. Its SMILES is CCOC(=O)C(F)(F)F.CCOC(=O)C(F)(F)F.CCOC(=O)C(F)(F)F.CCOC(=O)C(F)(F)F.CCOC(=O)C(F)(F)F.CCOC(=O)C(F)(F)F.CCOC(=O)C(F)(F)F.CCOC(=O)C(F)(F)F. For the HOMO energy, the calculation gives -0.396 Eh. The net charge is 0.

---

[4]
Entry from OMol25: a 2-piece molecular cluster, C2H5NO4 overall in a non-equilibrium geometry (ωB97M-V with the def2-TZVPD basis set).

Last column: Mulliken charge in e.
Positions of all 12 atoms, in Å:
C (-0.425, -0.309, 1.291)  -0.093
C (1.440, 0.244, -0.466)  -0.612
N (-1.476, 0.136, -0.863)  0.990
O (-1.689, -0.200, 1.037)  -0.504
O (0.269, 0.705, 0.176)  -0.393
O (-2.165, 1.053, -1.086)  -0.439
O (-1.175, -0.859, -1.423)  -0.374
H (-0.090, 0.130, 2.242)  0.272
H (0.037, -1.265, 0.982)  0.318
H (1.910, 1.076, -0.992)  0.232
H (2.147, -0.145, 0.275)  0.298
H (1.216, -0.565, -1.172)  0.304

As for the HOMO-LUMO gap (alpha / beta): 0.318 / 0.318 Eh. For the HOMO energy (alpha / beta), the calculation gives -0.376 / -0.376 Eh. The net charge is 0.

---

[5]
Entry from OMol25: C24H27As2BF4N9PS2Sr as an isolated structure in a non-equilibrium geometry (ωB97M-V with the def2-TZVPD basis set).

Last column: Mulliken charge in e.
Positions of all 71 atoms, in Å:
Sr (-0.220, 1.125, 0.061)  2.361
N (1.110, 4.393, 0.216)  -0.093
C (2.068, 3.485, 0.691)  0.136
N (3.214, 3.876, 1.219)  -0.656
N (3.829, 2.716, 1.545)  -0.612
N (3.091, 1.715, 1.205)  0.143
N (1.934, 2.164, 0.655)  -0.312
C (0.496, 4.182, -1.030)  0.245
N (0.351, 5.144, -1.916)  -0.561
N (-0.261, 4.523, -2.959)  -0.652
N (-0.436, 3.275, -2.698)  -0.392
N (0.012, 3.014, -1.436)  0.090
H (1.431, 5.344, 0.308)  0.326
C (5.561, -0.103, -0.131)  -1.305
As (3.847, -0.958, 0.210)  0.618
C (4.015, -1.164, 2.156)  -1.117
C (4.397, -2.855, -0.114)  0.062
C (5.728, -3.264, -0.078)  -0.137
C (6.074, -4.610, -0.146)  -0.685
C (5.076, -5.568, -0.235)  -0.656
C (3.743, -5.172, -0.296)  -0.277
C (3.389, -3.825, -0.259)  -0.212
As (1.512, -3.221, -0.526)  0.532
C (0.676, -4.960, -0.784)  -1.344
C (1.794, -2.778, -2.419)  -1.082
H (6.322, -0.444, 0.572)  0.320
H (5.412, 0.967, -0.003)  0.366
H (5.873, -0.320, -1.152)  0.387
H (4.919, -1.726, 2.389)  0.418
H (3.145, -1.710, 2.521)  0.295
H (4.036, -0.174, 2.603)  0.395
H (6.516, -2.525, 0.015)  0.203
H (7.117, -4.904, -0.119)  0.367
H (5.329, -6.622, -0.268)  0.356
H (2.976, -5.931, -0.387)  0.286
H (1.151, -5.520, -1.592)  0.387
H (-0.365, -4.763, -1.031)  0.288
H (0.731, -5.534, 0.141)  0.389
H (2.294, -3.609, -2.915)  0.425
H (2.422, -1.891, -2.471)  0.314
H (0.829, -2.573, -2.877)  0.368
F (-2.941, -1.318, -1.036)  -0.370
B (-1.850, -1.458, -1.893)  0.309
F (-0.793, -0.547, -1.358)  -0.619
F (-2.127, -1.041, -3.182)  -0.323
F (-1.341, -2.754, -1.859)  -0.260
S (-3.485, 4.033, 3.309)  -0.569
P (-3.268, 2.416, 2.199)  0.983
S (-1.664, 1.221, 2.550)  -0.542
C (-4.769, 1.369, 2.305)  0.216
C (-6.024, 1.974, 2.385)  -0.481
C (-7.178, 1.203, 2.390)  -0.568
C (-7.092, -0.185, 2.316)  -0.328
C (-5.848, -0.791, 2.240)  -0.695
C (-4.692, -0.016, 2.234)  -0.154
C (-3.257, 2.838, 0.416)  0.330
C (-3.199, 4.160, -0.001)  -0.472
C (-3.248, 4.463, -1.358)  -0.506
C (-3.369, 3.453, -2.298)  -0.314
C (-3.424, 2.123, -1.896)  -0.511
C (-3.359, 1.821, -0.545)  -0.806
H (-6.081, 3.054, 2.458)  0.311
H (-8.147, 1.684, 2.451)  0.354
H (-7.992, -0.788, 2.314)  0.346
H (-5.766, -1.869, 2.173)  0.363
H (-3.718, -0.484, 2.169)  0.354
H (-3.112, 4.941, 0.744)  0.337
H (-3.156, 5.491, -1.683)  0.307
H (-3.360, 3.697, -3.352)  0.317
H (-3.468, 1.324, -2.626)  0.344
H (-3.410, 0.783, -0.228)  0.663

As for the HOMO-LUMO gap: 0.273 Eh. For the HOMO energy, the calculation gives -0.123 Eh. The net charge is -2.

---

Results for energy above the lowest of the compared OMol25 structures with the same formula, charge and spin: 0.0000; 5.2797; 5.1046; 8.3844; 0.0000 (in eV, following the order of the records).